(1)
Density functional theory data (ωB97M-V with the def2-TZVPD basis set) for 2 unconnected molecules or ions with the total composition C6H12O.

Values from the calculation:
E_HOMO, eV: -8.765
2S+1: 1
E_LUMO, eV: 0.80
Kohn-Sham gap, eV: 9.57

Last column: Mulliken charge in e.
Cartesian coordinates (Å):
C 0.30577 -1.47200 1.12464  -0.887
C -0.56811 -0.57972 1.74033  0.864
C -0.59139 -0.44664 3.26322  -1.237
O -1.61584 0.05461 1.05685  -0.470
H 1.06973 -1.96603 1.73376  0.222
H 0.25800 -1.67404 0.02721  0.279
H 0.29161 -0.93097 3.68623  0.317
H -0.68711 0.59373 3.60538  0.356
H -1.50441 -0.97936 3.77100  0.288
H -2.22672 0.42729 1.70384  0.305
C -0.71846 1.09213 -1.94938  -0.520
C 0.41616 0.35672 -2.05831  0.266
C 1.60766 0.71915 -2.91004  -1.053
H -1.55905 0.86992 -1.28090  0.219
H -0.88778 1.99837 -2.58179  0.196
H 0.55811 -0.61873 -1.55120  0.040
H 1.91856 -0.07120 -3.60728  0.281
H 1.50147 1.64750 -3.54375  0.294
H 2.43179 0.97926 -2.22980  0.240

Atoms 1-3, force components in eV/Å:
-1.9 2.0 0.3
0.5 -2.2 -0.4
-1.5 -0.6 0.4



(2)
Density functional theory data (ωB97M-V with the def2-TZVPD basis set) for 2 unconnected molecules or ions with the total composition C6H12O.

Values from the calculation:
E_HOMO, eV: -9.316
2S+1: 1
E_LUMO, eV: 1.05
Kohn-Sham gap, eV: 10.37

Last column: Mulliken charge in e.
Cartesian coordinates (Å):
C -0.64582 1.67527 1.36663  -0.729
C -1.19480 0.48309 1.14793  -0.192
C -1.60680 -0.05039 -0.19991  -0.158
C -1.29953 -1.53924 -0.39778  -0.943
H -0.41682 2.01853 2.37260  0.265
H -0.39239 2.34402 0.54904  0.234
H -1.41386 -0.16527 1.99931  0.267
H -1.13686 0.54722 -0.99063  0.195
H -2.69059 0.09624 -0.30560  0.328
H -1.89095 -1.95946 -1.21798  0.337
H -0.24285 -1.71371 -0.62834  0.100
H -1.53472 -2.11338 0.50640  0.296
C 2.18263 -0.39311 -0.13875  -0.866
C 1.88637 0.63194 -1.20173  0.139
O 1.34260 1.69286 -1.00416  -0.441
H 1.49423 -0.28045 0.70281  0.182
H 2.13076 -1.40557 -0.55282  0.291
H 3.20825 -0.23914 0.22045  0.345
H 2.22115 0.37055 -2.22748  0.351

Atoms 1-3, force components in eV/Å:
-0.1 -0.2 0.0
0.0 0.2 0.1
0.0 0.1 0.0



(3)
Density functional theory data (ωB97M-V with the def2-TZVPD basis set) for a single C6H12O molecule.

Values from the calculation:
E_HOMO, eV: -8.239
2S+1: 1
E_LUMO, eV: 1.09
Kohn-Sham gap, eV: 9.33

Last column: Mulliken charge in e.
Cartesian coordinates (Å):
C 1.72896 -0.61515 -0.26272  -1.103
C 1.09124 0.81209 -0.50859  -0.055
O 1.01669 1.72336 0.54306  -0.392
C -0.38428 1.91228 0.75477  -0.557
C -0.97609 0.51561 0.76150  -0.467
C -0.42789 -0.20550 -0.43135  -0.074
C -0.80467 -1.73114 -0.36921  -1.641
H 1.23940 -1.37121 0.41669  0.256
H 1.80908 -1.14281 -1.22049  0.288
H 2.67690 -0.44273 0.19093  0.422
H 0.75115 1.32990 -1.41533  0.516
H -0.53164 2.44623 1.69408  0.363
H -0.81691 2.50255 -0.07222  0.284
H -0.66519 -0.00291 1.68305  0.246
H -2.05967 0.53064 0.71733  0.393
H -0.78545 0.10905 -1.39644  0.305
H -1.88676 -1.79793 -0.58613  0.405
H -0.30675 -2.36497 -1.11334  0.404
H -0.66811 -2.20736 0.61442  0.409

Atoms 1-3, force components in eV/Å:
1.8 0.9 -0.1
-3.2 -4.2 0.8
0.0 -0.9 0.0



(4)
Density functional theory data (ωB97M-V with the def2-TZVPD basis set) for a single C6H12O molecule.

Values from the calculation:
E_HOMO, eV: -9.431
2S+1: 1
E_LUMO, eV: 1.09
Kohn-Sham gap, eV: 10.52

Last column: Mulliken charge in e.
Cartesian coordinates (Å):
C -1.56350 0.16512 -1.17097  -1.451
C -0.42203 -0.72051 -0.67817  0.333
O -0.87914 -1.55336 0.38284  -0.466
C -0.26060 -1.21867 1.61937  -0.462
C 0.60059 0.02551 1.37823  -0.746
C 0.83460 -0.00789 -0.13899  0.459
C 1.13980 1.34383 -0.77473  -1.575
H -1.82758 0.95146 -0.45470  0.288
H -1.31086 0.63570 -2.12835  0.350
H -2.44846 -0.46014 -1.32755  0.393
H -0.12338 -1.37198 -1.51057  0.262
H -1.04243 -1.04842 2.36979  0.271
H 0.34537 -2.07070 1.95846  0.269
H 0.07584 0.94077 1.68001  0.277
H 1.54300 -0.01140 1.93609  0.381
H 1.67755 -0.68605 -0.32636  0.309
H 2.11752 1.71430 -0.44985  0.423
H 1.15638 1.28222 -1.86966  0.351
H 0.38734 2.09020 -0.49487  0.334

Atoms 1-3, force components in eV/Å:
0.0 0.0 0.0
0.1 0.1 -0.2
-0.1 -0.1 0.0



(5)
Density functional theory data (ωB97M-V with the def2-TZVPD basis set) for 2 unconnected molecules or ions with the total composition C6H12O.

Values from the calculation:
E_HOMO, eV: -8.684
2S+1: 1
E_LUMO, eV: 0.86
Kohn-Sham gap, eV: 9.55

Last column: Mulliken charge in e.
Cartesian coordinates (Å):
C 1.93314 -1.56414 0.58608  -0.624
C 1.78586 -0.23974 0.52781  -0.477
C 0.63576 0.47021 -0.07884  0.785
C 1.15424 1.49127 -1.04040  -1.348
C -0.59812 0.31891 0.40743  -0.439
C -1.81559 1.03678 -0.02303  -1.205
H 1.13105 -2.16443 0.15155  0.168
H 2.84812 -2.07078 0.87377  0.290
H 2.71919 0.35597 0.65295  0.286
H 0.31708 1.88142 -1.65727  0.320
H 1.86721 1.19875 -1.82661  0.336
H 1.43063 2.49998 -0.70544  0.322
H -0.75446 -0.33071 1.25535  0.590
H -2.62706 0.28277 0.18617  0.315
H -1.93178 1.26409 -1.07331  0.412
H -2.03861 1.84499 0.71392  0.284
O -2.28144 -2.01932 0.65860  -0.665
H -1.50759 -2.59218 0.62483  0.321
H -2.26763 -1.66384 -0.23357  0.330

Atoms 1-3, force components in eV/Å:
-0.6 0.1 -0.5
1.3 -0.4 -0.5
1.5 0.2 1.2



(6)
Density functional theory data (ωB97M-V with the def2-TZVPD basis set) for 2 unconnected molecules or ions with the total composition C6H12O.

Values from the calculation:
E_HOMO (spin up / spin down), eV: -7.640 / -7.468
2S+1: 1
E_LUMO (spin up / spin down), eV: 0.82 / 0.50
Kohn-Sham gap (spin up / spin down), eV: 8.46 / 7.97

Last column: Mulliken charge in e.
Cartesian coordinates (Å):
C -2.12831 1.89002 -0.40361  -0.703
C -0.01922 0.04059 -1.85126  -0.507
O -0.43446 -0.84358 -1.00976  -0.224
C -0.38604 -0.71959 0.30856  0.091
C 0.01001 -1.75810 1.26024  -0.954
C 0.81296 -0.44537 1.11761  0.301
C 2.19415 -0.53916 0.50388  -1.356
H -2.77724 2.30272 0.37242  0.337
H -2.73585 1.55800 -1.24873  0.268
H -1.42587 2.65750 -0.73677  0.240
H 0.48953 0.92807 -1.49190  0.314
H -0.30705 -0.11991 -2.88001  0.292
H -1.59361 1.03150 0.02748  0.093
H 0.51528 -2.66309 0.92195  0.245
H -0.60217 -1.89789 2.14996  0.255
H 0.72084 0.27987 1.92747  0.305
H 2.51306 0.41518 0.06726  0.319
H 2.93359 -0.82710 1.25919  0.363
H 2.22041 -1.28967 -0.29397  0.321

Atoms 1-3, force components in eV/Å:
0.0 0.0 0.1
0.5 1.0 -0.8
-0.5 -1.2 0.3



(7)
Density functional theory data (ωB97M-V with the def2-TZVPD basis set) for 2 unconnected molecules or ions with the total composition C6H12O.

Values from the calculation:
E_HOMO, eV: -8.838
2S+1: 1
E_LUMO, eV: 1.10
Kohn-Sham gap, eV: 9.94

Last column: Mulliken charge in e.
Cartesian coordinates (Å):
C 2.82659 -0.07394 0.03726  -1.268
C 1.43191 0.05580 -0.57864  -0.251
C 0.44114 0.02176 0.55642  0.081
O -0.06363 -1.03381 0.90086  -0.561
H 3.02198 0.75941 0.72224  0.355
H 2.92482 -1.00697 0.60252  0.312
H 3.58785 -0.05783 -0.74653  0.358
H 1.36966 0.97209 -1.17208  0.343
H 1.21724 -0.80584 -1.21964  0.230
H 0.46366 0.88478 1.24945  0.402
C -1.34653 1.21739 -0.63063  -1.032
C -2.01042 0.29113 0.07028  0.017
C -2.09253 -1.10950 -0.28256  -0.737
H -1.41318 2.25275 -0.34103  0.291
H -0.98410 1.01659 -1.63704  0.357
H -2.53049 0.51220 0.99736  0.329
H -3.08484 -0.58312 -0.62700  0.251
H -2.22139 -1.86617 0.50002  0.269
H -1.54323 -1.45974 -1.16087  0.253

Atoms 1-3, force components in eV/Å:
0.2 0.0 0.0
0.0 0.0 -0.1
1.0 -0.8 0.7



(8)
Density functional theory data (ωB97M-V with the def2-TZVPD basis set) for a single C6H12O molecule.

Values from the calculation:
E_HOMO, eV: -9.714
2S+1: 1
E_LUMO, eV: 0.95
Kohn-Sham gap, eV: 10.67

Last column: Mulliken charge in e.
Cartesian coordinates (Å):
C -1.98785 0.17593 -0.07015  -1.210
C -1.09640 -1.07313 -0.11077  -0.339
C 0.29858 -1.05920 0.55067  -0.955
C 1.21334 0.15503 0.29214  0.683
C 1.54864 0.40361 -1.17396  -1.410
C 0.59737 1.35343 0.97412  -0.330
O 0.27443 2.38344 0.43428  -0.487
H -2.97571 -0.09310 -0.46184  0.383
H -2.14109 0.57312 0.94036  0.298
H -1.60419 0.99293 -0.68917  0.276
H -1.64818 -1.89207 0.36666  0.344
H -0.98499 -1.36343 -1.16206  0.300
H 0.82640 -1.95726 0.20565  0.311
H 0.19482 -1.17546 1.63870  0.430
H 2.14697 -0.03551 0.84877  0.297
H 1.97196 1.40258 -1.31375  0.343
H 2.27540 -0.33324 -1.53373  0.380
H 0.65654 0.33436 -1.80359  0.296
H 0.43396 1.20797 2.06767  0.392

Atoms 1-3, force components in eV/Å:
0.0 0.0 0.0
0.0 -0.1 -0.1
0.0 -0.1 0.1



(9)
Density functional theory data (ωB97M-V with the def2-TZVPD basis set) for a single C6H12O molecule.

Values from the calculation:
E_HOMO, eV: -8.063
2S+1: 1
E_LUMO, eV: 0.92
Kohn-Sham gap, eV: 8.98

Last column: Mulliken charge in e.
Cartesian coordinates (Å):
C -1.57244 -0.68168 -1.32827  -0.985
C -1.36373 -0.64640 0.16821  -0.601
C -0.73581 0.71812 0.39794  -0.504
C 0.37150 1.35521 -0.39293  -0.793
C 0.96746 0.53135 0.64864  0.988
C 1.63614 -0.78239 0.25060  -1.493
O 1.53644 1.15580 1.74745  -0.570
H -1.78323 0.51955 -1.19096  0.344
H -2.22573 -1.51618 -1.69231  0.333
H -0.64020 -0.76676 -1.90940  0.197
H -2.35595 -0.69760 0.63423  0.316
H -0.74726 -1.39060 0.67839  0.395
H -1.29407 1.38998 1.05300  0.366
H 0.45037 2.41926 -0.20732  0.305
H 0.54130 1.06096 -1.42188  0.261
H 2.59614 -0.64271 -0.27540  0.322
H 0.98782 -1.33460 -0.43244  0.344
H 1.84090 -1.42306 1.12234  0.448
H 1.81251 0.46468 2.36478  0.326

Atoms 1-3, force components in eV/Å:
0.0 1.3 0.2
0.2 0.1 0.3
2.5 -1.0 2.5



(10)
Density functional theory data (ωB97M-V with the def2-TZVPD basis set) for a single C6H12O molecule.

Values from the calculation:
E_HOMO, eV: -9.569
2S+1: 1
E_LUMO, eV: 1.13
Kohn-Sham gap, eV: 10.70

Last column: Mulliken charge in e.
Cartesian coordinates (Å):
C 2.79830 0.26053 0.33982  -1.258
C 1.43445 -0.42944 0.35843  -0.303
C 0.24236 0.53238 0.40081  -0.865
C -1.08293 -0.21982 0.47282  0.153
C -1.62397 -0.80295 -0.84718  -0.533
O -2.77728 0.04909 -0.81473  -0.413
C -2.40149 0.57333 0.46665  -0.541
H 2.91311 0.90258 -0.54154  0.317
H 2.93922 0.88639 1.22946  0.310
H 3.60989 -0.47625 0.32269  0.359
H 1.37982 -1.09173 1.23372  0.303
H 1.34388 -1.08093 -0.52274  0.293
H 0.25765 1.18381 -0.48552  0.323
H 0.34092 1.19440 1.27314  0.342
H -1.03857 -0.95135 1.28758  0.428
H -1.89854 -1.86538 -0.81607  0.257
H -1.00599 -0.62142 -1.73808  0.298
H -2.32607 1.66902 0.46466  0.288
H -3.10470 0.26469 1.25032  0.242

Atoms 1-3, force components in eV/Å:
0.0 0.0 0.0
0.0 -0.1 0.0
0.0 0.0 0.0



| no. | total energy (eV) | strongest force on any atom (Eh/bohr) |
| --- | --- | --- |
| 1 | -8462.068 | 0.0529 |
| 2 | -8462.912 | 0.0113 |
| 3 | -8460.677 | 0.1041 |
| 4 | -8463.941 | 0.0053 |
| 5 | -8462.160 | 0.0676 |
| 6 | -8459.223 | 0.0262 |
| 7 | -8461.010 | 0.0513 |
| 8 | -8463.827 | 0.0096 |
| 9 | -8461.126 | 0.0797 |
| 10 | -8463.018 | 0.0079 |